Record 1
61
Properties=species:S:1:pos:R:3:forces:R:3 method="wB97M-V/def2-TZVPD" gap_ev="8.214 / 2.281" s2=0.75 max_force_ha_per_bohr=0.0811 total_charge=+1 lumo_energy_ev="-3.16 / -9.09" e_tot_ha=-1096.753711 multiplicity=2
H -2.33873 -1.89792 -0.58394 -0.553 0.669 -0.058
H -2.47621 -3.42673 0.14174 -0.123 -0.389 0.281
H -3.43857 3.10289 1.19732 -0.728 0.084 0.176
H -3.66452 5.45500 2.59988 0.039 -0.057 -0.020
H 1.93135 -2.43248 3.36467 0.443 0.390 0.043
N -0.37198 0.29962 -0.65342 0.660 0.228 -1.510
H -4.50999 -2.22897 1.40164 -0.127 -0.898 -0.301
O -2.55407 5.46980 0.85075 -0.272 -0.147 -0.587
H -1.20012 3.26489 1.47344 0.636 -0.324 -0.186
O -0.63082 -2.59742 0.17845 2.449 -1.038 -0.832
H 4.45122 1.41252 -0.68446 -0.388 0.426 -0.722
H -3.46466 -3.45932 2.41779 -0.900 -0.211 -0.396
H -0.81742 -4.21754 -1.18919 -0.133 -0.123 0.267
N 4.09004 -0.75280 3.03138 -0.381 0.747 -0.650
H 1.60420 1.96320 -1.13127 -0.309 0.265 -0.344
H -2.53578 0.04078 2.41091 -0.598 -0.201 0.425
H -0.75038 1.84803 -1.99355 -0.420 -0.133 -0.218
H 1.92401 0.49744 -2.00890 0.249 -0.205 0.177
C -3.70127 -2.44383 2.10015 -0.766 0.826 0.192
H -4.04446 -1.88861 2.97311 0.320 -0.054 0.345
C -0.14657 0.94102 -1.96429 -0.743 -0.166 1.262
C 2.00378 -1.93319 2.39847 0.341 -0.245 -1.553
H 0.39884 0.21955 -5.77525 0.255 -0.524 -0.464
H 0.84325 -3.71444 -0.86452 -0.081 0.341 0.272
C -2.91085 3.40217 2.10288 -2.447 2.445 1.200
H 3.76520 0.15966 2.74501 0.639 1.158 1.332
H 5.88442 0.43817 -0.90762 0.228 0.701 -1.607
O -0.55686 1.01796 -4.29589 -0.929 -2.218 -1.601
C 3.41360 -1.43114 1.95134 -1.247 -0.901 0.045
H -1.87856 5.15496 2.73871 -0.278 0.141 0.587
H 1.54635 1.85205 -2.97577 0.034 0.583 0.192
H -1.33239 0.05301 -0.46132 -0.245 0.076 -0.259
H 4.39300 0.00105 -1.87748 -0.168 -0.068 -0.055
H 4.03138 -2.31373 1.78556 -0.249 -0.151 -0.760
C 4.79561 0.41367 -0.95242 1.816 0.944 0.686
H 0.25147 -0.65465 -3.44233 -0.101 -0.484 -0.069
H -1.55241 -0.45089 -3.11861 -0.071 -0.040 -0.189
C 3.32308 -0.54563 0.65330 2.241 -0.908 -0.107
C -2.00379 -2.45576 0.29055 -0.809 -0.904 -1.288
H -1.53132 -0.10709 1.27377 0.282 0.174 -0.177
H -1.74543 -2.35891 2.31894 1.060 0.804 0.217
H 2.77493 -1.03129 -0.15402 -0.303 -0.244 -0.033
N -2.45913 -0.42337 1.51716 0.882 0.315 0.027
H 2.94312 0.46905 0.77225 -0.522 0.036 0.588
C -2.41057 -1.87033 1.60692 -0.046 -0.341 0.430
C -0.56792 0.01332 -3.17678 1.389 3.220 0.993
C 1.30835 1.39690 -2.01438 0.022 -1.356 -0.735
C -0.67755 0.30521 -5.62643 -0.172 1.091 1.423
H -1.70693 5.91092 0.75389 -0.096 0.047 0.375
C -2.78894 4.96973 2.16863 0.664 -1.105 -0.635
H -0.26076 -2.72909 -1.88111 0.158 0.244 -0.241
H -3.33098 3.08772 3.05823 -1.088 -0.031 -0.314
H 0.17956 -0.54583 -0.68686 -0.024 -0.429 0.724
H -1.10107 0.94108 -6.40386 0.022 0.318 0.408
H 1.20551 -1.20144 2.27426 0.120 0.340 0.338
H 1.76036 -2.68673 1.64946 -0.327 -0.264 0.000
C -0.17820 -3.35656 -0.99366 -1.018 0.683 1.092
O -1.71586 2.81071 2.14376 3.579 -1.140 -0.590
H 5.06722 -0.79024 2.77873 0.363 0.376 0.228
O 4.70522 -0.34953 0.17236 -2.618 -2.350 2.238
H -1.24002 -0.61659 -5.47812 0.393 -0.020 -0.063

Record 2
78
Properties=species:S:1:pos:R:3:forces:R:3 method="wB97M-V/def2-TZVPD" gap_ev="7.010 / 7.122" s2=2.00 max_force_ha_per_bohr=0.0361 total_charge=-1 lumo_energy_ev="2.17 / 2.16" e_tot_ha=-5691.519472 multiplicity=3
H -4.73580 -0.07857 -0.41878 -0.054 -0.015 -0.053
H 0.05574 3.73264 2.39627 -0.009 0.044 0.036
H 5.40788 -3.06890 0.65108 0.096 0.032 -0.046
C 0.27567 -4.58267 -0.18364 -0.047 0.215 -0.072
C -1.84216 -1.26594 -2.35580 -0.046 -0.375 0.102
O 1.16909 -2.56633 -1.22268 0.035 0.385 0.300
O -1.49359 -2.58029 3.66879 -0.284 0.101 -0.536
C 2.76242 -2.46764 2.80118 -0.104 -0.053 -0.290
H -1.97574 1.88482 -3.51185 -0.024 0.073 -0.175
H 0.33115 4.16528 -3.31942 -0.004 -0.047 -0.016
H 2.56988 -1.43003 2.50776 0.174 -0.270 0.165
C 0.34939 4.46319 1.63661 0.281 0.189 0.208
H 0.11436 5.16988 -1.86567 0.001 0.197 -0.104
H -4.85239 2.89826 -0.73323 0.009 0.004 -0.065
H -0.10396 -3.85058 0.52676 -0.032 -0.110 0.029
N -3.34824 1.51918 -0.35494 0.798 -0.196 -0.150
O -1.08619 2.32803 -1.25475 0.224 -0.211 0.555
P -1.86672 0.93578 -0.88299 -0.774 0.879 -1.276
H 1.68442 5.13614 -2.70402 -0.063 0.025 -0.009
S 4.03796 -2.45234 -2.00932 -0.198 0.192 0.348
C -4.16425 0.51254 0.30571 0.012 -0.244 0.328
H 3.68725 -4.25261 2.02619 0.016 0.331 -0.068
H 2.32870 1.70809 -1.44449 0.138 -0.032 -0.195
H 5.50757 -2.60207 2.36074 0.021 0.002 0.132
H -1.05457 0.51605 -4.16131 0.041 0.025 0.042
O 1.06988 0.55095 3.15284 -0.250 -0.072 -0.488
O 2.77375 -3.31751 0.52795 -0.563 0.332 -0.619
P -0.17632 0.20566 3.92042 -0.073 0.948 1.592
C 0.63465 -3.86615 -1.47931 -0.121 -0.592 -0.117
H -1.14326 1.38812 5.35978 -0.273 -0.003 0.488
S 2.48488 -0.31959 0.00924 0.098 -0.527 0.057
H 3.32490 -2.46983 3.73224 0.078 -0.022 0.111
O -2.63176 -1.92298 1.51563 -0.151 0.005 -0.063
N 1.24237 3.47568 -1.53805 -0.492 -0.346 0.665
O -1.16589 0.12610 0.10062 0.117 -0.392 0.275
N -2.06967 0.16574 -2.35416 0.382 0.490 0.911
O -0.09124 -0.79181 5.01971 -0.101 -0.030 -0.064
H -2.28946 4.46580 -0.41621 -0.161 0.020 0.023
H -4.62713 1.70923 -2.03779 -0.011 -0.041 0.007
C -4.10873 2.32103 -1.28855 0.115 0.164 -0.067
H 2.49604 -4.87719 -1.80636 0.058 -0.125 -0.057
H 1.83792 -4.11870 -3.24967 0.056 -0.050 -0.061
P -1.41654 -1.72823 2.31929 -0.755 -1.495 0.340
H -1.98287 5.40939 1.05082 -0.027 -0.028 -0.030
H -0.48546 -5.33915 -0.36187 -0.082 -0.106 -0.110
H -2.25999 3.65402 1.16265 -0.075 0.012 0.048
H -1.86987 -1.61888 -1.32774 0.010 -0.261 -0.005
H 3.08085 2.99981 -2.40494 0.001 0.003 -0.013
N -0.38028 4.28467 0.38444 0.106 -0.994 -0.414
C 0.81472 4.54245 -2.41063 -0.084 0.187 0.035
H -0.88186 -2.15713 4.30537 0.175 -0.021 0.484
H 1.10852 -5.61934 -2.63484 -0.111 -0.164 0.005
H 1.15775 -5.05333 0.24150 0.003 -0.069 0.069
H 4.75786 -1.51134 1.17892 0.090 0.032 0.016
H 1.41056 4.33047 1.43541 0.077 0.117 0.194
O -0.04796 -1.96323 1.69756 -0.110 0.668 0.197
H -3.44110 3.00769 -1.80377 -0.077 0.166 -0.085
H -3.52111 -0.16746 0.86652 -0.192 -0.057 0.096
H -2.82477 0.51518 -4.27109 0.081 0.082 0.029
C 2.13687 2.51311 -2.15281 0.218 -0.240 0.085
Ni 0.58884 -0.12261 1.34248 0.428 0.468 -1.396
P 2.62140 -2.22991 -0.64729 0.645 0.056 -0.576
H 0.16563 5.47611 2.00146 0.071 -0.038 0.003
H 1.79972 -2.95005 2.95073 -0.036 0.018 0.103
C 3.54336 -3.20143 1.71978 0.495 0.052 0.748
O -0.77102 1.60066 4.50738 0.427 -0.209 -0.521
C -1.97423 0.80558 -3.64135 -0.142 0.163 -0.103
O 0.80456 1.91355 0.50973 0.102 -0.149 0.380
P 0.20033 2.89917 -0.38261 -0.389 1.229 -1.059
O -1.37774 -0.16831 2.89002 0.591 -0.214 -0.131
H 1.70707 2.08441 -3.06404 -0.026 -0.014 -0.038
H -4.86103 1.00745 0.98558 -0.003 -0.019 -0.002
C -1.81218 4.44905 0.56023 -0.198 0.028 -0.132
H -0.86521 -1.51842 -2.77766 0.022 0.035 -0.018
H -0.28701 -3.64559 -2.03390 0.124 -0.067 0.077
C 1.57790 -4.67975 -2.35449 -0.222 0.202 0.035
H -2.63152 -1.76145 -2.92878 0.038 -0.019 0.000
C 4.89701 -2.55362 1.46144 -0.091 -0.254 -0.091